Computed, not measured: C36H37BeNP2Se as an isolated structure in a non-equilibrium geometry, with wB97M-V/def2-TZVPD.

The geometry in XYZ format:
```
78
Properties=species:S:1:pos:R:3:mulliken_charge:R:1
Be -0.80 -0.68 -1.47 -0.16
C 0.28 0.58 2.88 -0.54
C 1.36 -0.19 3.05 -0.24
C 1.36 -1.69 3.24 -0.98
C 1.58 -2.50 1.94 0.42
C 0.77 -2.13 0.74 -0.42
C -0.48 -1.64 0.74 0.11
C -1.29 -1.28 1.95 -1.04
C -1.12 0.10 2.63 -0.16
C -0.10 -1.02 -2.92 -0.61
H 0.38 1.67 2.89 0.38
H 2.35 0.26 3.18 0.34
H 0.42 -2.02 3.68 0.40
H 2.18 -1.93 3.95 0.44
H 2.64 -2.44 1.67 -0.69
H 1.41 -3.55 2.21 0.36
H 1.24 -2.37 -0.23 0.42
H -1.11 -1.71 -0.21 0.25
H -1.15 -2.04 2.73 0.47
H -2.36 -1.36 1.67 0.36
H -1.68 0.88 2.07 0.01
H -1.65 0.04 3.61 0.27
H -0.15 -0.16 -3.60 0.20
H -0.62 -1.87 -3.37 0.18
H 0.95 -1.28 -2.82 0.15
P 8.14 -4.49 -1.01 0.07
P 6.45 -6.64 -2.58 0.02
C 7.67 -6.03 -0.17 -0.62
C 7.04 -6.99 -0.90 -0.70
C 9.92 -4.36 -0.50 0.20
C 10.46 -4.98 0.63 0.15
C 11.79 -4.74 1.01 -0.60
C 12.60 -3.91 0.23 -0.45
C 12.10 -3.35 -0.94 -0.53
C 10.77 -3.57 -1.32 -0.37
C 7.28 -3.28 0.05 0.63
C 5.89 -3.23 -0.10 -0.81
C 5.14 -2.36 0.68 -0.40
C 5.77 -1.56 1.65 -0.57
C 7.16 -1.61 1.78 -0.62
C 7.93 -2.45 0.97 -0.44
C 7.06 -8.24 -3.33 0.29
C 8.45 -8.40 -3.46 -0.34
C 9.00 -9.62 -3.86 -0.56
C 8.15 -10.70 -4.17 -0.43
C 6.76 -10.53 -4.12 -0.56
C 6.22 -9.29 -3.73 -0.32
C 4.67 -6.96 -2.42 0.40
C 3.85 -6.54 -3.49 -0.50
C 2.50 -6.85 -3.49 -0.60
C 1.94 -7.55 -2.41 -0.53
C 2.74 -7.90 -1.32 -0.64
C 4.10 -7.58 -1.31 0.02
H 7.87 -6.11 0.90 0.57
H 6.90 -8.02 -0.53 0.80
H 9.85 -5.66 1.22 0.20
H 12.17 -5.21 1.92 0.39
H 13.63 -3.73 0.53 0.36
H 12.74 -2.73 -1.57 0.37
H 10.37 -3.14 -2.23 0.37
H 5.40 -3.89 -0.82 0.40
H 4.07 -2.29 0.52 0.56
H 5.17 -0.91 2.27 0.41
H 7.65 -0.98 2.52 0.38
H 9.01 -2.47 1.08 0.31
H 9.11 -7.57 -3.21 0.39
H 10.08 -9.75 -3.92 0.36
H 8.57 -11.66 -4.46 0.35
H 6.09 -11.36 -4.36 0.37
H 5.14 -9.16 -3.69 0.28
H 4.30 -5.99 -4.32 0.38
H 1.88 -6.57 -4.33 0.43
H 0.88 -7.82 -2.42 0.41
H 2.31 -8.44 -0.48 0.40
H 4.71 -7.83 -0.44 0.37
Se -2.92 2.83 0.10 -0.20
C -2.31 1.49 -0.85 0.70
N -1.79 0.52 -1.32 -0.45
```

Calculated values
Spin multiplicity ... 1
Electronic energy ... -4547.57015 Ha
Kohn-Sham gap ... 7.96 eV
Total charge ... 0

=====

Computed, not measured: a 16-piece molecular cluster, C2H34O16 overall in a non-equilibrium geometry, with wB97M-V/def2-TZVPD.

The geometry in XYZ format:
```
52
Properties=species:S:1:pos:R:3:mulliken_charge:R:1
C -2.42 3.13 -0.64 0.28
O -3.49 2.61 -1.45 -0.97
H -2.32 2.59 0.27 -0.38
H -2.66 4.17 -0.43 0.37
H -1.48 3.10 -1.20 -0.22
C -0.09 -0.26 0.11 0.26
O 0.71 0.09 -1.00 -0.94
H -0.62 0.60 0.43 0.38
H 0.52 -0.70 0.87 0.27
H -0.71 -1.02 -0.26 -0.39
O 3.80 1.46 -1.35 -0.77
H 2.96 1.65 -1.79 0.34
H 3.57 1.39 -0.40 0.37
O 1.44 -0.91 3.55 -0.67
H 0.99 -0.08 3.38 0.30
H 2.33 -0.71 3.37 0.27
O 0.47 -3.40 3.22 -0.74
H 0.66 -2.49 3.23 0.41
H 0.18 -3.50 2.30 0.47
O -2.67 0.69 2.48 -0.68
H -3.49 1.20 2.40 0.31
H -2.24 0.77 1.63 0.40
O 0.20 -2.14 -2.50 -0.66
H 0.15 -1.45 -1.87 0.33
H 0.11 -1.69 -3.35 0.28
O -2.98 -3.35 -0.37 -0.73
H -3.47 -3.11 0.46 0.33
H -2.83 -2.51 -0.78 0.40
O 1.13 2.83 -1.16 -0.87
H 0.46 3.32 -1.64 0.32
H 0.75 1.95 -1.13 0.46
O 3.05 -1.16 -1.67 -0.76
H 2.26 -0.74 -1.33 0.32
H 3.70 -0.47 -1.73 0.42
O 3.52 -2.06 0.93 -0.58
H 4.25 -1.98 0.34 0.29
H 3.23 -1.17 0.95 0.36
O 0.20 3.26 1.35 -0.68
H 0.49 3.18 0.43 0.43
H -0.73 3.39 1.32 0.29
O -2.99 -0.93 -1.58 -0.63
H -3.91 -1.00 -1.80 0.21
H -2.54 -0.15 -1.87 0.39
O 2.54 0.73 1.11 -0.71
H 1.63 0.57 0.89 0.06
H 2.56 1.50 1.68 0.31
O -0.49 -3.77 0.72 -0.75
H -0.14 -3.41 -0.12 0.31
H -1.42 -3.62 0.63 0.40
O -1.45 1.13 -2.57 -0.82
H -0.78 0.80 -2.00 0.37
H -1.98 1.69 -2.05 0.22
```

Calculated values
Spin multiplicity ... 1
Electronic energy ... -1300.41080 Ha
Kohn-Sham gap ... 6.21 eV
Total charge ... -2

=====

Computed, not measured: a 6-piece molecular cluster, C14H28BrCl10NOP overall, with wB97M-V/def2-TZVPD.

The geometry in XYZ format:
```
56
Properties=species:S:1:pos:R:3:mulliken_charge:R:1
O 2.62 5.18 -2.17 -0.48
P 1.84 3.86 -2.76 0.41
Br 1.70 4.41 -4.96 -0.31
C 0.12 4.34 -2.17 0.10
C -0.98 3.59 -2.96 -0.76
C -1.34 4.59 -4.00 -0.26
N -1.04 5.78 -3.62 0.09
C -0.29 5.81 -2.33 -0.80
H 3.17 5.65 -2.81 0.33
H 0.13 4.02 -1.12 0.53
H -1.89 3.55 -2.33 0.43
H -0.81 2.56 -3.28 0.21
H -1.81 4.40 -4.96 0.47
H -1.24 6.61 -4.16 0.26
H -0.97 6.15 -1.54 0.34
H 0.56 6.49 -2.41 0.39
Cl -3.73 1.92 -3.83 -0.18
C -3.94 0.15 -3.64 -0.43
C -3.01 -0.41 -2.60 -0.54
Cl -1.29 -0.31 -3.09 -0.15
H -3.79 -0.29 -4.62 0.33
H -4.97 -0.01 -3.33 0.33
H -3.23 -1.46 -2.45 0.34
H -3.10 0.12 -1.66 0.32
Cl 2.17 2.58 1.06 -0.21
C 2.53 0.83 1.07 -0.17
C 3.38 0.43 -0.11 -0.41
Cl 2.48 0.65 -1.64 -0.14
H 1.58 0.30 1.07 0.37
H 3.05 0.60 1.99 0.02
H 3.65 -0.62 -0.04 0.20
H 4.28 1.03 -0.18 0.36
Cl 2.64 -3.35 -0.62 -0.15
C 2.28 -4.06 -2.21 -0.51
C 1.06 -3.45 -2.85 -0.27
Cl -0.43 -3.83 -1.95 -0.18
H 2.14 -5.13 -2.05 0.36
H 3.15 -3.90 -2.84 0.30
H 0.95 -3.85 -3.85 0.32
H 1.15 -2.36 -2.90 0.13
Cl 2.95 -1.16 3.85 -0.21
C 2.15 -2.36 4.92 -0.36
C 1.41 -3.40 4.12 -0.53
Cl -0.01 -2.71 3.28 -0.18
H 1.49 -1.81 5.57 0.20
H 2.94 -2.83 5.50 0.35
H 1.04 -4.17 4.79 0.32
H 2.05 -3.85 3.37 0.39
Cl -2.66 -5.54 7.81 -0.18
C -3.39 -4.06 7.15 -0.42
C -2.52 -3.43 6.08 -0.45
Cl -1.00 -2.78 6.76 -0.18
H -3.55 -3.37 7.98 0.32
H -4.35 -4.33 6.72 0.31
H -3.04 -2.60 5.62 0.31
H -2.25 -4.16 5.32 0.30
```

Calculated values
Spin multiplicity ... 1
Electronic energy ... -8197.36189 Ha
Kohn-Sham gap ... 8.23 eV
Total charge ... +1

=====

Computed, not measured: a 7-piece molecular cluster, C4H20BF4N8O6 overall in a non-equilibrium geometry, with wB97M-V/def2-TZVPD.

The geometry in XYZ format:
```
43
Properties=species:S:1:pos:R:3:mulliken_spin:R:1
B -0.56 -0.53 -0.01 0.00
F -0.41 -0.58 -1.33 0.00
F -1.73 -1.21 0.34 0.00
F 0.43 -1.25 0.57 0.00
F -0.54 0.82 0.47 0.00
O 1.08 -2.52 2.77 0.00
H 0.83 -3.45 2.80 0.00
H 0.62 -2.18 2.00 0.00
O -2.42 0.21 -2.97 0.00
H -2.33 -0.37 -3.72 0.00
H -1.81 -0.13 -2.32 0.00
C -2.40 -4.39 -0.73 0.00
O -2.77 -5.16 -1.63 0.00
N -3.15 -3.64 0.04 0.00
N -1.18 -4.12 -0.55 0.00
H -2.80 -2.80 0.47 0.00
H -4.13 -3.70 -0.20 0.00
H -0.48 -4.62 -1.08 0.00
H -1.04 -3.55 0.26 0.00
C 2.30 1.96 1.81 -0.03
O 3.21 2.49 2.46 0.85
N 1.89 0.74 1.95 0.13
N 1.56 2.64 1.01 0.03
H 2.56 0.11 2.37 -0.01
H 1.27 0.40 1.23 -0.02
H 0.85 2.11 0.53 0.01
H 1.93 3.50 0.62 0.00
C -2.10 4.02 -0.76 0.00
O -2.23 3.17 -1.67 0.00
N -2.54 5.25 -0.85 0.00
N -1.41 3.81 0.34 0.00
H -2.18 5.95 -0.22 0.00
H -3.20 5.39 -1.60 0.00
H -1.19 4.54 1.00 0.00
H -0.94 2.92 0.41 0.00
C 3.67 -0.63 -0.47 0.00
O 4.84 -0.42 -0.49 0.01
N 2.72 0.13 -0.94 0.02
N 3.19 -1.69 0.02 0.00
H 2.84 1.13 -1.08 0.00
H 1.78 -0.21 -1.08 0.00
H 2.19 -1.72 -0.11 0.00
H 3.79 -2.43 0.36 0.00
```

Calculated values
Spin multiplicity ... 2
Electronic energy ... -1478.41197 Ha
Kohn-Sham gap (spin up / spin down) ... 8.53 / 2.57 eV
Total charge ... 0
<S²> ... 0.756

=====

Computed, not measured: a 2-piece molecular cluster, C5H2N overall in a non-equilibrium geometry, with wB97M-V/def2-TZVPD.

The geometry in XYZ format:
```
8
Properties=species:S:1:pos:R:3:mulliken_charge:R:1
C 3.47 1.65 -3.07 0.57
C 2.75 1.17 -2.34 -0.58
C -2.12 0.23 0.71 -0.33
C -0.95 0.01 0.58 0.30
C 1.35 -0.30 -0.28 0.16
N 0.30 -0.14 0.16 -0.01
H -3.22 0.31 1.08 0.38
H 2.29 -0.69 -0.51 0.51
```

Calculated values
Spin multiplicity ... 1
Electronic energy ... -245.71552 Ha
Kohn-Sham gap (spin up / spin down) ... 9.06 / 7.95 eV
Total charge ... +1

=====

Computed, not measured: C13H16O as an isolated structure in a non-equilibrium geometry, with wB97M-V/def2-TZVPD.

The geometry in XYZ format:
```
30
Properties=species:S:1:pos:R:3:mulliken_charge:R:1
C 4.18 0.87 -0.64 -0.43
C 2.92 1.24 -0.12 -0.64
C 4.39 -0.45 -0.28 -0.44
C 2.36 0.04 0.37 0.09
C 0.25 1.11 2.13 -0.86
C -0.73 1.01 1.24 -0.25
C -1.76 1.88 0.51 -0.75
C -1.81 1.17 -0.86 -0.73
C -0.50 0.32 -1.10 -0.78
C 1.13 -0.34 1.00 -0.62
C -0.29 -0.10 0.35 1.67
C -0.85 -2.58 -0.22 -0.93
C -1.23 -1.37 0.69 -1.55
O 3.33 -0.89 0.44 -0.40
H 4.93 1.62 -1.01 0.34
H 2.44 2.15 -0.38 0.51
H 5.16 -1.14 -0.34 0.50
H 0.40 1.69 3.05 0.38
H -2.80 2.00 0.96 0.27
H -1.49 2.89 0.50 0.39
H -2.66 0.46 -1.19 0.27
H -1.91 1.91 -1.60 0.53
H -0.78 -0.59 -1.65 0.12
H 0.32 0.86 -1.46 0.43
H 1.03 -1.17 1.69 0.71
H -1.40 -3.51 -0.12 0.42
H 0.29 -2.86 -0.07 0.17
H -0.90 -2.34 -1.35 0.24
H -1.11 -1.55 1.64 0.65
H -2.15 -1.08 0.47 0.69
```

Calculated values
Spin multiplicity ... 1
Electronic energy ... -579.98403 Ha
Kohn-Sham gap ... 8.59 eV
Total charge ... 0

=====

Q: Which value of spin multiplicity does entry 5 give?
A: 1

=====

Q: Among the records above, which one has the lowest electronic energy?
A: C14H28BrCl10NOP